{"formula": "C25H52N2O2P2Ti", "method": "ωB97M-V with the def2-TZVPD basis set", "fmax_ev_per_a": 10.068, "e_lumo_ev": [-16.700, -16.695], "e_above_lowest_kcal_mol": 0.0, "multiplicity": 1, "total_energy_ha": -2774.2303, "total_charge": 4, "species": ["Ti", "C", "O", "C", "O", "P", "C", "H", "C", "H", "C", "H", "C", "P", "H", "H", "C", "H", "C", "H", "H", "H", "C", "H", "H", "H", "C", "H", "H", "H", "C", "H", "H", "H", "C", "H", "H", "H", "C", "H", "H", "H", "C", "H", "H", "H", "C", "H", "C", "H", "H", "C", "H", "H", "H", "C", "H", "H", "H", "C", "H", "H", "H", "C", "H", "H", "H", "H", "H", "C", "C", "C", "C", "N", "N", "C", "H", "H", "H", "H", "H", "H", "H", "H"], "coordinates": [[-0.215, 0.208, -0.147], [-1.841, 1.254, 0.595], [-2.806, 1.807, 0.970], [1.150, -0.484, -1.438], [2.011, -0.970, -2.086], [-1.323, -1.953, -0.726], [-2.251, -1.862, -2.327], [-2.661, -2.863, -2.543], [-0.279, -3.457, -0.965], [0.567, -3.081, -1.572], [-2.654, -2.324, 0.473], [-3.262, -1.402, 0.498], [0.616, 3.449, 1.157], [1.010, 2.398, -0.334], [1.075, 4.207, -1.942], [-0.487, 3.492, 1.149], [2.838, 2.728, -0.597], [2.972, 3.815, -0.464], [0.317, -4.006, 0.335], [1.207, -4.612, 0.098], [-0.378, -4.648, 0.898], [0.657, -3.204, 0.999], [-0.955, -4.577, -1.770], [-1.848, -4.978, -1.279], [-0.254, -5.414, -1.889], [-1.242, -4.251, -2.773], [-3.546, -3.469, -0.017], [-3.913, -3.329, -1.038], [-4.434, -3.534, 0.626], [-3.038, -4.438, 0.041], [-2.187, -2.576, 1.907], [-3.071, -2.679, 2.557], [-1.615, -1.735, 2.307], [-1.561, -3.472, 2.016], [-3.454, -0.916, -2.170], [-4.277, -1.433, -1.656], [-3.861, -0.601, -3.142], [-3.213, -0.002, -1.605], [-1.321, -1.519, -3.486], [-0.983, -0.481, -3.495], [-1.819, -1.689, -4.451], [-0.433, -2.157, -3.496], [1.166, 4.875, 0.999], [0.972, 5.304, 0.009], [2.248, 4.907, 1.187], [0.684, 5.532, 1.739], [1.015, 2.896, 2.532], [2.079, 2.640, 2.606], [0.317, 2.487, -3.039], [0.448, 1.997, 2.787], [0.788, 3.645, 3.313], [-1.003, 3.958, -1.470], [-0.292, 1.576, -2.919], [-0.132, 3.042, -3.870], [1.311, 2.175, -3.391], [0.367, 3.374, -1.766], [-1.459, 4.347, -2.385], [-0.952, 4.775, -0.754], [-1.672, 3.198, -1.060], [3.298, 2.361, -2.007], [3.071, 1.309, -2.231], [4.378, 2.514, -2.120], [2.832, 3.012, -2.750], [3.708, 2.002, 0.422], [3.434, 0.944, 0.491], [3.649, 2.426, 1.429], [4.765, 2.043, 0.116], [-1.398, 0.891, -1.390], [-0.936, 0.317, -1.722], [0.009, -0.498, 5.193], [0.567, -0.664, 3.847], [1.734, -1.259, 3.390], [1.752, -1.130, 2.009], [0.636, -0.462, 1.598], [-0.062, -0.209, 2.745], [2.810, -1.621, 1.123], [-0.183, -1.469, 5.685], [0.726, 0.032, 5.839], [-0.930, 0.075, 5.185], [2.514, -1.705, 3.993], [-0.867, 0.392, 2.758], [3.525, -2.249, 1.699], [2.446, -2.213, 0.267], [3.403, -0.804, 0.693]], "forces_ev_per_a": [[2.443, -1.629, 5.610], [-8.184, 4.923, 3.188], [5.754, -3.343, -2.108], [6.934, -3.319, -5.765], [-5.194, 2.819, 3.726], [-0.894, -2.322, -1.974], [-0.316, 0.685, -0.347], [0.380, 0.310, 0.448], [1.135, -0.233, 0.102], [-0.251, -0.173, 0.079], [-0.535, 0.786, 1.407], [0.017, -0.240, -0.109], [-0.931, -0.210, 1.141], [1.665, 2.379, -0.998], [-0.117, -0.528, 0.196], [0.228, 0.233, -0.056], [1.040, -0.763, 0.014], [-0.521, -0.340, -0.013], [0.349, -0.135, 0.334], [-0.393, 0.117, 0.020], [0.223, 0.206, -0.359], [-0.144, -0.208, 0.051], [-0.431, -0.082, -0.366], [0.390, 0.092, -0.155], [0.005, 0.320, 0.110], [0.158, -0.208, 0.130], [-0.207, -0.508, -0.479], [0.040, -0.176, 0.300], [0.252, 0.203, 0.032], [-0.170, 0.325, 0.137], [0.071, 0.003, 0.486], [0.274, -0.107, -0.288], [-0.136, -0.211, -0.086], [-0.409, 0.271, -0.050], [-0.379, -0.108, -0.210], [0.235, 0.404, -0.056], [0.274, -0.090, 0.199], [-0.212, -0.046, -0.118], [0.172, -0.302, -0.302], [-0.034, 0.230, -0.051], [0.014, 0.146, 0.277], [-0.012, 0.015, -0.042], [0.311, 0.278, -0.488], [0.111, 0.013, 0.275], [-0.328, -0.014, 0.004], [0.042, -0.345, -0.174], [0.077, -0.250, 0.215], [-0.323, 0.205, 0.001], [0.301, 0.012, -0.281], [0.146, 0.262, 0.006], [0.125, -0.244, -0.428], [-0.111, 0.252, -0.085], [0.163, 0.484, -0.153], [0.009, 0.002, 0.200], [-0.518, 0.024, 0.154], [-0.497, -0.444, -0.926], [0.044, -0.074, 0.140], [-0.140, 0.009, 0.028], [-0.322, -0.064, -0.070], [-0.202, 0.168, -0.324], [0.249, 0.307, -0.129], [-0.215, -0.094, 0.272], [0.234, -0.219, 0.040], [0.283, -0.138, 0.449], [0.099, 0.245, -0.055], [0.051, -0.052, -0.201], [-0.366, 0.055, 0.088], [0.298, -0.280, -1.213], [-1.683, 0.545, -1.115], [-0.339, 0.287, 0.659], [-0.562, 0.243, -0.297], [0.623, -0.164, -0.724], [0.729, -0.429, 1.200], [-1.096, 0.954, -1.401], [-0.250, -0.123, 1.010], [1.028, -0.559, -0.671], [0.142, 0.246, -0.304], [-0.110, -0.157, -0.174], [0.270, -0.200, 0.008], [-0.142, -0.081, -0.034], [-0.129, -0.047, 0.194], [-0.539, 0.347, -0.424], [0.046, 0.057, 0.461], [-0.092, -0.201, 0.213]], "mulliken_charge": [-2.81, 0.09, -0.11, 0.69, -0.16, 1.87, -0.11, 0.98, 0.65, 0.42, 0.30, 0.63, 0.44, 2.10, 0.92, 0.55, 0.62, 0.79, -2.00, 0.48, 0.41, 0.54, -1.39, 0.23, 0.47, 0.38, -1.60, 0.41, 0.45, 0.39, -0.90, 0.54, 0.03, 0.21, -1.20, 0.34, 0.45, 0.13, -1.54, 0.26, 0.59, 0.39, -1.80, 0.44, 0.47, 0.47, -0.67, 0.19, -1.41, -0.11, 0.48, -1.33, 0.27, 0.59, 0.27, -0.15, 0.47, 0.30, 0.18, -1.67, 0.26, 0.55, 0.42, -2.34, 0.60, 0.25, 0.56, 0.18, 0.03, -1.41, 0.63, -1.05, 0.02, 2.27, -1.64, -1.18, 0.39, 0.42, 0.35, 0.63, 0.23, 0.61, 0.07, 0.23]}